1.
# C48H116N2O10P2

10 unconnected molecules or ions with the total composition C48H116N2O10P2 at a distorted geometry (wB97M-V/def2-TZVPD, the OMol25 dataset).

The geometry in XYZ format:
```
178
Properties=species:S:1:pos:R:3:forces:R:3:lowdin_charge:R:1
C 3.038 -1.558 2.435 0.73 -0.10 -0.57 -0.12
C 4.191 -0.528 2.437 -1.33 0.47 0.84 -0.24
C 4.243 0.247 3.756 0.14 0.07 0.22 -0.24
C 4.946 1.583 3.645 -0.37 0.92 -0.06 -0.23
C 4.844 2.455 4.898 0.33 -0.41 0.68 -0.27
C 5.634 3.762 4.849 -0.46 -0.18 -0.94 -0.11
H 2.093 -1.187 2.031 0.09 0.46 0.16 0.05
H 2.820 -1.938 3.433 0.20 -0.35 -0.07 0.07
H 3.331 -2.328 1.718 -0.23 -0.48 0.43 0.06
H 5.168 -0.983 2.291 -0.08 -0.05 -0.46 0.11
H 3.927 0.194 1.660 0.63 -0.05 -0.28 0.09
H 4.765 -0.338 4.521 -0.15 -0.16 -0.02 0.12
H 3.230 0.415 4.140 -0.05 -0.01 -0.07 0.11
H 5.975 1.461 3.293 0.09 -0.04 0.24 0.12
H 4.452 2.197 2.880 0.07 -0.22 -0.26 0.10
H 3.801 2.731 5.081 -0.11 0.00 -0.43 0.09
H 5.066 1.903 5.822 0.43 -0.18 -0.19 0.11
H 5.387 4.237 3.891 -0.41 0.42 0.32 0.07
H 5.291 4.345 5.702 0.42 0.46 -0.15 0.07
H 6.720 3.715 4.758 0.03 -0.48 0.67 0.07
C -2.071 2.828 -4.930 -0.02 -1.21 0.98 -0.11
C -3.560 2.864 -4.589 -0.34 0.60 -0.07 -0.27
C -3.890 4.013 -3.617 0.00 -0.54 -0.52 -0.23
C -5.379 4.276 -3.400 0.36 -0.57 0.67 -0.22
C -6.134 3.010 -2.925 -0.07 -0.22 -1.40 -0.29
C -7.433 3.259 -2.180 0.19 -0.65 0.32 -0.11
H -1.829 1.952 -5.537 -0.05 0.25 -0.40 0.06
H -1.550 2.605 -3.994 0.25 0.33 0.04 0.06
H -1.636 3.733 -5.347 -0.28 0.09 -0.15 0.07
H -4.157 2.970 -5.502 -0.04 0.02 0.00 0.11
H -3.885 1.937 -4.109 0.23 -0.21 -0.22 0.09
H -3.384 4.883 -4.045 -0.06 0.27 0.47 0.11
H -3.494 3.745 -2.635 0.38 0.30 -0.05 0.09
H -5.451 5.038 -2.621 -0.14 0.12 -0.07 0.10
H -5.826 4.658 -4.320 -0.20 0.03 0.06 0.11
H -6.387 2.450 -3.836 -0.11 0.14 -0.10 0.10
H -5.527 2.257 -2.415 0.32 0.57 0.45 0.10
H -7.261 3.328 -1.104 0.00 0.44 -0.03 0.06
H -7.955 4.138 -2.554 -0.08 0.00 0.08 0.07
H -8.054 2.368 -2.306 -0.29 0.21 -0.03 0.07
C -2.582 -4.520 -2.169 -0.37 -0.45 -0.95 -0.11
C -2.832 -3.483 -1.092 -0.47 -0.03 -0.44 -0.26
C -3.604 -4.033 0.106 1.43 -0.46 0.55 -0.21
C -3.433 -3.137 1.334 -1.37 -0.07 -0.40 -0.22
C -4.342 -3.564 2.512 1.09 0.07 0.25 -0.23
C -3.671 -3.173 3.841 -0.72 1.05 0.00 -0.11
H -1.884 -4.209 -2.950 -0.38 -0.03 0.96 -0.01
H -3.463 -4.797 -2.761 -0.31 0.15 0.36 0.08
H -2.227 -5.470 -1.761 0.21 0.12 0.20 0.08
H -1.857 -3.049 -0.852 -0.14 -0.16 0.54 0.06
H -3.428 -2.641 -1.464 0.15 0.00 -0.30 0.11
H -3.226 -5.034 0.354 0.09 0.01 -0.03 0.11
H -4.655 -4.205 -0.136 -0.08 0.34 -0.03 0.12
H -2.417 -2.995 1.695 0.25 -0.46 -0.33 0.08
H -3.723 -2.147 0.957 -0.11 0.15 0.47 0.09
H -5.299 -3.062 2.365 -0.14 -0.12 0.38 0.10
H -4.540 -4.636 2.583 0.12 -0.07 -0.68 0.10
H -4.033 -3.740 4.699 -0.17 0.11 -0.02 0.07
H -2.582 -3.200 3.865 0.03 -0.38 -0.39 0.06
H -3.903 -2.110 3.964 0.08 -0.07 0.48 0.04
C 3.342 -1.567 -1.092 1.24 1.03 -0.89 -0.09
C 3.067 -0.697 -2.347 0.66 -1.09 0.59 -0.23
C 3.854 -1.116 -3.581 -1.01 0.36 -1.24 -0.25
C 5.278 -0.608 -3.705 0.03 -0.28 0.36 -0.23
C 5.741 -0.583 -5.162 0.01 -0.43 0.40 -0.27
C 7.185 -0.081 -5.324 -0.62 0.20 0.88 -0.10
H 4.396 -1.369 -0.860 -0.03 -0.03 0.34 0.08
H 3.336 -2.642 -1.268 -0.68 0.08 0.03 0.06
H 2.761 -1.187 -0.257 -0.24 -0.52 0.12 0.04
H 2.004 -0.706 -2.585 -0.03 0.33 0.07 0.09
H 3.447 0.298 -2.108 -0.71 0.28 0.04 0.11
H 3.319 -0.636 -4.417 0.05 0.07 0.02 0.10
H 3.722 -2.172 -3.845 0.36 -0.16 0.43 0.11
H 5.287 0.401 -3.280 0.21 0.06 -0.09 0.12
H 5.953 -1.219 -3.095 0.13 0.08 -0.04 0.12
H 5.599 -1.598 -5.546 0.29 -0.03 -0.17 0.10
H 5.011 0.007 -5.722 0.25 0.31 -0.06 0.10
H 7.334 0.718 -4.590 -0.11 0.38 -0.36 0.07
H 7.926 -0.802 -4.977 -0.07 -0.35 -0.55 0.07
H 7.370 0.298 -6.324 0.31 -0.14 -0.02 0.07
C -0.819 -3.805 -4.673 0.81 0.10 -0.30 -0.14
C 0.327 -3.704 -5.711 -1.09 0.40 1.46 -0.24
C 0.876 -2.277 -5.727 0.27 0.15 -1.12 -0.22
C 1.577 -1.951 -7.082 -1.09 0.27 1.29 -0.22
C 2.954 -2.605 -7.211 -0.53 0.53 -0.92 -0.26
C 3.845 -1.769 -8.151 -0.06 -1.39 0.31 -0.11
H -0.483 -3.667 -3.642 0.36 -0.09 -0.28 0.06
H -1.332 -4.762 -4.771 0.04 0.01 0.18 0.08
H -1.546 -3.009 -4.847 -0.08 -0.05 -0.13 0.08
H 1.115 -4.412 -5.456 -0.05 -0.21 -0.29 0.11
H -0.213 -3.995 -6.613 0.76 0.19 -0.56 0.11
H 1.585 -2.071 -4.922 -0.02 -0.36 0.16 0.08
H 0.054 -1.578 -5.550 -0.09 0.01 -0.23 0.10
H 0.842 -2.247 -7.837 0.44 -0.37 -0.35 0.11
H 1.577 -0.863 -7.206 0.61 0.04 0.18 0.11
H 3.472 -2.694 -6.254 -0.23 0.09 0.18 0.08
H 2.796 -3.619 -7.584 0.28 -0.05 -0.06 0.11
H 3.977 -0.801 -7.677 0.25 0.17 -0.37 0.06
H 4.783 -2.319 -8.264 0.27 0.47 0.05 0.07
H 3.427 -1.706 -9.156 -0.20 0.33 0.09 0.07
C 2.150 -5.986 -0.869 0.75 0.48 -0.57 -0.10
C 2.037 -4.940 0.213 -1.24 0.28 0.69 -0.26
C 0.611 -4.742 0.703 -1.07 1.06 1.33 -0.21
C 0.447 -4.142 2.124 -0.04 0.28 -0.32 -0.23
C 0.727 -5.172 3.221 0.26 0.93 -0.02 -0.25
C 0.622 -4.601 4.640 0.76 -0.08 0.13 -0.10
H 1.704 -5.632 -1.803 0.01 0.16 0.04 0.07
H 1.665 -6.943 -0.685 0.28 -0.07 0.47 0.07
H 3.228 -6.065 -1.043 -0.17 -0.68 -0.33 0.07
H 2.649 -5.128 1.099 0.25 -0.37 -0.25 0.10
H 2.356 -3.966 -0.170 0.14 -0.22 0.03 0.07
H -0.036 -5.617 0.835 0.43 -0.46 -0.90 0.11
H 0.059 -4.015 0.097 0.12 -0.39 -0.57 0.09
H 1.035 -3.223 2.240 0.28 -0.31 0.14 0.08
H -0.580 -3.765 2.153 -0.12 -0.25 0.37 0.08
H 0.062 -6.030 3.118 0.04 -0.04 -0.19 0.11
H 1.759 -5.477 3.037 -0.08 -0.51 0.21 0.10
H -0.082 -3.773 4.707 -0.27 -0.21 0.10 0.06
H 0.422 -5.384 5.374 -0.45 0.08 -0.04 0.07
H 1.587 -4.210 4.978 0.00 0.21 -0.24 0.06
C -0.412 1.925 3.993 0.56 -0.62 -0.61 0.01
C -1.274 0.734 4.373 -0.98 0.94 -0.40 -0.52
O -1.475 -0.151 3.562 0.07 -0.48 0.14 0.03
N -1.975 0.803 5.541 0.31 0.33 0.33 0.02
C -2.944 -0.187 5.889 0.18 -2.48 0.36 -0.10
H 0.604 1.771 4.365 -0.04 0.42 0.30 0.09
H -0.805 2.927 4.152 -0.07 -0.14 0.65 0.08
H -0.306 1.858 2.910 -0.08 -0.18 -0.01 0.06
H -1.640 1.385 6.287 0.01 0.28 -0.21 0.13
H -3.836 -0.236 5.266 -0.05 0.63 0.07 0.07
H -3.184 -0.261 6.950 -0.22 1.08 -0.01 0.09
H -2.534 -1.205 5.795 0.25 0.20 -0.52 0.08
C -1.059 -0.126 -2.385 0.70 -1.38 0.51 0.01
C -0.225 0.728 -1.444 0.38 0.17 -1.35 -0.54
O 0.399 1.670 -1.905 0.10 0.30 0.42 0.03
N -0.103 0.373 -0.139 -0.31 0.06 -0.28 0.05
C -0.709 -0.727 0.533 -0.76 -2.02 0.16 -0.10
H -0.745 -1.174 -2.256 -0.53 -0.05 0.63 0.07
H -0.761 -0.047 -3.428 -0.27 1.14 0.03 0.07
H -2.126 -0.024 -2.203 -0.05 -0.06 -0.18 0.09
H 0.533 0.954 0.379 0.00 0.07 0.04 0.12
H -1.797 -0.742 0.681 0.10 1.13 0.36 0.06
H -0.211 -0.912 1.480 -0.22 0.27 0.15 0.07
H -0.690 -1.704 0.020 1.00 0.40 -0.45 0.05
C 1.816 3.368 1.594 -0.45 -1.93 -1.18 -0.12
O 2.604 4.387 2.173 -0.53 1.18 0.33 -0.18
P 1.836 5.374 3.162 0.93 -0.35 0.86 0.40
O 0.518 5.871 2.790 -0.42 -0.09 -0.08 -0.21
O 1.837 4.473 4.516 0.09 0.33 -0.59 -0.23
C 1.040 4.871 5.618 -0.62 0.75 0.42 -0.13
O 2.925 6.511 3.394 0.13 -0.67 -0.84 -0.19
C 2.980 7.327 4.538 -0.22 0.02 1.43 -0.10
H 1.820 3.305 0.500 0.59 0.88 0.02 0.10
H 0.743 3.369 1.793 0.15 0.49 0.65 0.07
H 2.234 2.397 1.881 -0.08 0.13 0.43 0.08
H 1.654 5.135 6.480 0.22 -0.27 -0.10 0.09
H 0.324 4.102 5.905 0.23 -0.25 -0.14 0.07
H 0.448 5.762 5.390 -0.03 -0.11 -0.16 0.08
H 3.722 6.960 5.253 0.18 -0.14 -0.31 0.09
H 2.045 7.324 5.105 -0.14 0.15 -0.31 0.08
H 3.229 8.360 4.307 -0.03 -0.12 -0.48 0.09
C -3.993 0.856 1.664 -0.15 -0.99 -1.25 -0.08
O -4.934 1.924 1.580 -0.27 0.42 0.45 -0.21
P -4.579 3.397 1.125 -0.43 0.96 0.50 0.42
O -4.196 3.667 -0.268 -0.18 -0.39 0.92 -0.20
O -3.507 3.826 2.255 -0.18 -0.44 -0.43 -0.23
C -3.311 5.231 2.468 -0.44 0.45 -0.31 -0.08
O -5.933 4.217 1.515 0.91 -0.42 -0.87 -0.20
C -6.471 4.149 2.801 -0.36 -0.98 2.17 -0.15
H -4.439 0.019 1.112 0.13 0.27 -0.37 0.08
H -3.837 0.378 2.631 0.09 1.08 0.46 0.08
H -3.076 1.160 1.161 0.24 -0.25 0.33 0.08
H -2.298 5.475 2.781 0.10 -0.48 0.02 0.08
H -4.028 5.542 3.230 0.15 0.17 -0.03 0.08
H -3.505 5.775 1.539 0.01 0.05 0.12 0.09
H -7.540 3.926 2.852 0.01 0.15 -0.84 0.09
H -6.339 5.033 3.434 0.29 0.33 -0.63 0.08
H -6.037 3.328 3.388 0.17 0.08 -0.22 0.09
```
Forces are in eV/Å.

Computed properties:
LUMO	0.2	eV
structure (SMILES)	COP(=O)(OC)OC.COP(=O)(OC)OC.CNC(C)=O.CNC(C)=O.CCCCCC.CCCCCC.CCCCCC.CCCCCC.CCCCCC.CCCCCC
multiplicity	1
highest occupied orbital energy	-9.37	eV

=====

2.
# C20H33IN2NiO4P

A molecular structure, C20H33IN2NiO4P (wB97M-V/def2-TZVPD, the OMol25 dataset).

The geometry in XYZ format:
```
62
Properties=species:S:1:pos:R:3:forces:R:3:lowdin_charge:R:1
Ni -0.036 0.064 0.332 -0.82 0.16 0.41 0.31
O 0.921 -2.065 -3.479 -0.01 -0.12 -0.04 0.09
C 0.759 -1.203 -2.448 -0.19 -0.03 -0.01 -0.47
O 1.534 -1.111 -1.546 0.36 0.05 -0.06 0.10
C -0.467 -0.362 -2.594 -0.02 -0.04 -0.08 -0.19
C -1.201 -0.286 -3.761 0.00 0.04 -0.08 0.00
C -2.294 0.575 -3.794 0.01 -0.02 -0.05 -0.04
C -2.582 1.347 -2.687 0.02 0.01 0.05 0.02
C -1.782 1.216 -1.556 -0.06 0.10 0.04 -0.14
N -0.784 0.348 -1.514 0.22 -0.02 0.10 0.11
C -1.956 2.092 -0.307 -0.01 -0.05 0.01 -0.62
O -2.863 2.921 -0.342 -0.05 0.01 0.01 0.01
O -1.113 1.862 0.609 0.46 -0.10 -0.18 -0.04
H 1.727 -2.562 -3.275 0.00 0.01 0.00 0.13
H -0.922 -0.888 -4.614 -0.01 0.01 0.00 0.11
H -2.898 0.648 -4.690 0.00 0.00 0.01 0.11
H -3.394 2.059 -2.648 0.00 -0.01 -0.02 0.12
I 2.613 -1.067 2.135 -0.02 0.11 -0.09 0.59
C 0.805 0.125 2.004 -0.12 -0.10 0.19 -0.70
H 1.131 1.139 2.241 0.02 0.03 -0.03 -0.03
H 0.196 -0.257 2.819 0.11 0.00 0.02 -0.06
C -2.306 -1.248 3.063 -0.04 0.01 -0.06 -0.10
C -2.987 -2.232 2.097 0.02 -0.01 -0.01 -0.59
C -3.729 -3.304 2.900 0.01 0.02 0.04 -0.09
C -4.026 -1.376 1.357 0.00 0.04 0.00 -0.10
P -1.648 -2.819 0.856 0.01 0.02 0.35 0.81
N -0.662 -1.734 0.473 0.21 -0.01 -0.50 -0.23
C -0.720 -4.289 1.669 0.00 0.04 0.02 -0.59
C -0.261 -3.838 3.064 -0.01 0.03 0.02 -0.11
C -1.443 -5.631 1.812 -0.01 -0.03 -0.03 -0.09
C 0.578 -4.494 0.870 0.02 -0.05 -0.02 -0.12
C -2.603 -3.564 -0.633 0.00 0.03 -0.02 -0.58
C -1.601 -4.355 -1.484 -0.01 0.00 -0.03 -0.10
C -3.073 -2.401 -1.518 0.06 -0.01 -0.02 -0.10
C -3.804 -4.464 -0.331 0.01 -0.05 0.00 -0.09
H -3.073 -0.817 3.717 0.01 -0.01 -0.01 0.08
H -1.835 -0.441 2.501 -0.08 -0.04 0.02 0.05
H -1.551 -1.709 3.693 0.04 -0.04 0.03 0.06
H -4.504 -2.818 3.505 0.02 -0.01 -0.01 0.08
H -3.074 -3.839 3.588 -0.02 0.02 -0.02 0.06
H -4.225 -4.040 2.268 -0.01 -0.01 -0.01 0.06
H -4.621 -0.836 2.102 0.01 -0.01 -0.02 0.08
H -4.717 -1.964 0.756 -0.01 -0.02 -0.01 0.05
H -3.541 -0.631 0.723 -0.01 -0.03 0.01 0.08
H -1.078 -3.758 3.780 0.01 0.00 -0.02 0.05
H 0.260 -2.881 3.004 -0.01 -0.02 0.02 0.03
H 0.446 -4.578 3.455 -0.01 0.02 -0.01 0.08
H -2.379 -5.553 2.366 0.00 0.00 0.00 0.06
H -0.796 -6.325 2.361 0.00 0.02 -0.01 0.08
H -1.657 -6.092 0.847 0.01 0.00 0.02 0.05
H 1.030 -3.527 0.642 0.01 0.00 0.01 0.03
H 0.423 -5.039 -0.060 0.02 0.03 0.05 0.05
H 1.279 -5.075 1.481 -0.01 0.01 -0.02 0.08
H -0.691 -3.774 -1.651 -0.02 -0.01 0.00 0.07
H -2.055 -4.571 -2.458 0.01 0.01 0.01 0.08
H -1.326 -5.308 -1.034 -0.02 0.02 -0.01 0.05
H -2.269 -1.676 -1.620 -0.05 -0.02 0.01 0.04
H -3.943 -1.887 -1.125 -0.05 0.01 0.02 0.06
H -3.334 -2.785 -2.511 0.02 0.01 0.01 0.08
H -3.553 -5.310 0.308 -0.01 0.02 -0.02 0.06
H -4.186 -4.870 -1.277 0.01 0.01 0.01 0.08
H -4.623 -3.919 0.136 0.00 0.01 0.00 0.06
```
Forces are in eV/Å.

Computed properties:
energy relative to the best compared isomer or geometry (same formula, charge and spin)	4.9	kcal per mole
LUMO (alpha / beta)	2.5 / 2.5	eV
total charge	-1
multiplicity	1
highest occupied orbital energy (alpha / beta)	-3.91 / -3.91	eV

=====

3.
# C4H6O2

A single C4H6O2 molecule at a distorted geometry (wB97M-V/def2-TZVPD, the OMol25 dataset).

The geometry in XYZ format:
```
12
Properties=species:S:1:pos:R:3:forces:R:3:lowdin_charge:R:1
C -0.856 0.537 -1.664 0.20 -0.16 -0.15 -0.10
O -1.799 0.722 -0.623 -0.30 0.06 0.14 -0.03
C -0.444 0.575 -0.251 0.04 -0.10 0.31 -0.25
C -0.042 -0.610 0.583 -0.41 0.58 1.58 -0.16
C 1.309 -0.651 1.123 0.58 -0.01 0.14 -0.16
O 0.287 -0.331 2.026 0.52 1.22 0.32 -0.07
H -0.920 -0.411 -2.196 -0.01 0.07 0.14 0.11
H -0.682 1.413 -2.296 0.02 -0.24 0.23 0.11
H 0.034 1.497 0.095 -0.10 -0.21 0.02 0.16
H -0.658 -1.390 1.005 -0.73 -1.00 -2.44 0.16
H 1.917 0.236 0.977 0.29 -0.22 -0.53 0.12
H 1.853 -1.586 1.219 -0.10 0.01 0.22 0.11
```
Forces are in eV/Å.

Computed properties:
energy relative to the best compared isomer or geometry (same formula, charge and spin)	88.4	kcal per mole
LUMO	1.0	eV
structure (SMILES)	C1O[C@H]1[C@H]1CO1
multiplicity	1
highest occupied orbital energy	-10.19	eV

=====

4.
# C6H12O

2 unconnected molecules or ions with the total composition C6H12O at a distorted geometry (wB97M-V/def2-TZVPD, the OMol25 dataset).

The geometry in XYZ format:
```
19
Properties=species:S:1:pos:R:3:forces:R:3:lowdin_charge:R:1
C 0.958 -1.360 1.451 0.11 -0.34 0.23 -0.10
C -0.124 -0.331 1.383 -0.42 0.16 1.83 -0.32
C -1.401 -0.584 1.697 0.13 0.06 0.32 -0.03
C 0.061 -0.173 -1.173 -1.64 -0.85 0.31 -0.14
C -0.831 0.835 -1.850 -0.41 0.37 -0.79 -0.13
C 0.569 1.201 -1.583 -0.47 -0.23 0.25 -0.38
O 0.768 2.187 -0.621 0.47 0.28 0.28 -0.03
H 1.827 -1.229 0.802 -0.26 0.39 -0.03 0.08
H 1.297 -1.323 2.488 0.28 -0.16 0.00 0.08
H 0.588 -2.368 1.270 -0.18 -0.02 0.05 0.08
H 0.203 0.701 1.263 -0.17 -0.17 0.04 0.10
H -1.762 -1.603 1.828 0.11 0.12 0.01 0.07
H -0.650 -0.419 -0.207 3.09 0.41 -2.86 0.11
H -2.136 0.209 1.796 0.13 -0.06 -0.08 0.06
H 0.473 -0.982 -1.784 -0.41 0.05 0.33 0.10
H -1.154 0.671 -2.859 -0.16 0.18 -0.38 0.09
H -1.577 1.265 -1.177 0.20 -0.04 -0.28 0.11
H 1.244 1.291 -2.455 -0.35 -0.42 0.57 0.15
H 1.648 2.012 -0.267 -0.04 0.27 0.19 0.09
```
Forces are in eV/Å.

Computed properties:
energy relative to the best compared isomer or geometry (same formula, charge and spin)	88.8	kcal per mole
LUMO	0.9	eV
structure (SMILES)	OC1CC1.C=CC
multiplicity	1
highest occupied orbital energy	-8.65	eV